(1)
Computed, not measured: a molecular structure, C30H45BrN2P2PbS in a non-equilibrium geometry, with the ωB97M-V functional and the def2-TZVPD basis.

```
! RIJCOSX wB97M-V def2-TZVPD def2/J DEFGRID3
* xyz 4 1
N 4.3643 -1.5183 3.4943
C 3.6544 -0.5081 3.9937
C 2.2806 -0.5722 4.2189
C 1.5985 -1.7909 3.9642
C 2.3444 -2.8285 3.3563
C 3.7283 -2.6576 3.1877
C 0.1757 -1.9013 4.2138
Pb -0.2690 0.5702 -0.1102
P -2.1461 1.2958 -1.9714
C -0.6659 -2.7846 3.5814
C -1.8349 -2.3206 2.8568
C -2.3682 -3.1176 1.8241
C -3.2591 -2.5969 0.9095
C -3.7540 -1.3017 1.1369
C -3.2573 -0.4732 2.1505
C -2.3368 -1.0070 3.0436
Br -5.3932 -0.7610 0.2647
H -0.2212 -1.1693 4.9208
H -0.4554 -3.8439 3.5555
H 1.7215 0.3193 4.5060
H 1.8515 -3.7348 2.9738
H 4.2030 0.4038 4.2500
H 4.3410 -3.4792 2.7923
H -2.0319 -4.1471 1.7344
H -1.9817 -0.4050 3.8785
H -3.6058 -3.1797 0.0584
H -3.6001 0.5656 2.2624
P 1.6904 -0.8747 -1.6208
C -3.1402 2.3735 -0.8566
C -4.6570 2.4730 -0.9972
H -2.7037 3.3815 -0.9833
H -2.8983 2.0618 0.1798
H -5.0130 3.2110 -0.2649
H -4.9712 2.8260 -1.9877
H -5.1545 1.5247 -0.7544
C -3.0014 -0.2837 -2.3602
C -4.1436 -0.3021 -3.3837
H -3.3632 -0.6986 -1.4044
H -2.1958 -0.9518 -2.7117
H -4.6624 -1.2674 -3.2928
H -4.8963 0.4789 -3.2142
H -3.7657 -0.2267 -4.4120
C -1.8416 2.1445 -3.5484
C -2.8861 3.1603 -4.0199
H -1.7314 1.3472 -4.3025
H -0.8522 2.6250 -3.4484
H -2.5422 3.5998 -4.9651
H -3.8529 2.6825 -4.2243
H -3.0340 3.9849 -3.3106
C 2.8102 -0.0718 -2.8372
C 2.1177 0.7957 -3.8823
H 3.3684 -0.8901 -3.3208
H 3.5304 0.5295 -2.2621
H 2.8657 1.1293 -4.6121
H 1.3526 0.2488 -4.4457
H 1.6640 1.6896 -3.4380
C 0.7957 -2.1067 -2.6621
C -0.0325 -3.1170 -1.8648
H 1.5725 -2.6195 -3.2544
H 0.1611 -1.5336 -3.3595
H -0.5720 -3.7661 -2.5682
H 0.6058 -3.7675 -1.2517
H -0.7755 -2.6395 -1.2046
C 2.8798 -1.9601 -0.7183
C 3.9796 -1.1833 -0.0052
H 3.3086 -2.6551 -1.4579
H 2.3005 -2.5578 0.0032
H 4.6738 -1.8784 0.4765
H 4.5701 -0.5714 -0.6938
H 3.5726 -0.5343 0.7812
S 1.4908 2.6442 -0.5167
C 2.0884 2.9031 1.0764
N 3.3784 2.4924 1.3576
C 3.9658 2.6937 2.5780
C 3.2825 3.3771 3.5615
C 1.9293 3.6949 3.3670
C 1.3398 3.4578 2.1246
H 3.9133 2.0669 0.5975
H 4.9550 2.2797 2.7043
H 3.7910 3.6667 4.4820
H 1.3531 4.1674 4.1670
H 0.2970 3.6897 1.9154
*
```

Values from the calculation:
Maximum force   3.064 eV/Å
Energy   -5125.84939 hartree
HOMO-LUMO gap (spin up / spin down)   2.868 / 4.840 eV
Energy relative to the best compared isomer or geometry (same formula, charge and spin)   15.7 kcal/mol


(2)
Computed, not measured: 2 unconnected molecules or ions with the total composition C7H14N3O in a non-equilibrium geometry, with the ωB97M-V functional and the def2-TZVPD basis.

```
! RIJCOSX wB97M-V def2-TZVPD def2/J DEFGRID3
* xyz 1 1
C 1.0587 1.6509 2.3197
C -1.3255 -1.3199 -0.2556
C 1.1493 0.8442 1.2327
C -1.7491 -0.3713 0.5922
C -1.0329 0.9264 0.5708
C -2.7940 -0.6899 1.6444
C 0.2970 1.1691 0.0396
N 2.8395 -0.9076 -1.8640
N 2.1927 -1.3109 -4.0230
N 1.9964 -1.0287 -2.7380
O -1.5113 1.9247 1.3747
H -2.2389 1.6756 1.9548
H 1.7964 1.6324 3.1942
H -1.8121 -2.2330 -0.0022
H -0.6968 -1.0581 -1.1670
H 1.7548 -0.0732 1.0660
H -3.7403 -0.1252 1.5746
H -2.3767 -0.5145 2.6855
H -3.2207 -1.6401 1.7560
H 0.5896 0.6203 -0.8312
H 0.2494 2.2407 -0.1486
H 3.7409 -0.9845 -2.3587
H 0.2127 2.2041 2.4943
H 1.4392 -1.3863 -4.6909
H 3.1818 -1.2453 -4.4203
*
```

Values from the calculation:
Maximum force   4.670 eV/Å
Energy   -514.20404 hartree
HOMO-LUMO gap   7.326 eV
Energy relative to the best compared isomer or geometry (same formula, charge and spin)   129.1 kcal/mol


(3)
Computed, not measured: a gas-phase ion, C5H6N (charge +1) in a non-equilibrium geometry, with the ωB97M-V functional and the def2-TZVPD basis.

```
! RIJCOSX wB97M-V def2-TZVPD def2/J DEFGRID3
* xyz 1 1
C 0.5019 0.3771 -0.0407
C -1.7616 0.0853 -0.0161
C -0.7275 1.1343 -0.0426
C 2.8666 -0.2862 0.0525
C -2.3499 -1.0383 -0.0023
N 1.6640 0.0882 -0.0523
H -0.8268 1.7670 -0.9339
H -0.7954 1.7879 0.8326
H 3.3028 -0.3887 1.0340
H 3.4684 -0.4105 -0.8304
H -3.4332 -1.0871 -0.0823
H -1.9094 -2.0290 0.0814
*
```

Values from the calculation:
Maximum force   3.324 eV/Å
Energy   -248.40656 hartree
HOMO-LUMO gap (spin up / spin down)   9.050 / 6.103 eV
Energy relative to the best compared isomer or geometry (same formula, charge and spin)   131.2 kcal/mol


> Number 3 is which compound?

C5H6N


Repeat the second record exactly.
Computed, not measured: 2 unconnected molecules or ions with the total composition C7H14N3O in a non-equilibrium geometry, with the ωB97M-V functional and the def2-TZVPD basis.

```
! RIJCOSX wB97M-V def2-TZVPD def2/J DEFGRID3
* xyz 1 1
C 1.0587 1.6509 2.3197
C -1.3255 -1.3199 -0.2556
C 1.1493 0.8442 1.2327
C -1.7491 -0.3713 0.5922
C -1.0329 0.9264 0.5708
C -2.7940 -0.6899 1.6444
C 0.2970 1.1691 0.0396
N 2.8395 -0.9076 -1.8640
N 2.1927 -1.3109 -4.0230
N 1.9964 -1.0287 -2.7380
O -1.5113 1.9247 1.3747
H -2.2389 1.6756 1.9548
H 1.7964 1.6324 3.1942
H -1.8121 -2.2330 -0.0022
H -0.6968 -1.0581 -1.1670
H 1.7548 -0.0732 1.0660
H -3.7403 -0.1252 1.5746
H -2.3767 -0.5145 2.6855
H -3.2207 -1.6401 1.7560
H 0.5896 0.6203 -0.8312
H 0.2494 2.2407 -0.1486
H 3.7409 -0.9845 -2.3587
H 0.2127 2.2041 2.4943
H 1.4392 -1.3863 -4.6909
H 3.1818 -1.2453 -4.4203
*
```

Values from the calculation:
Maximum force   4.670 eV/Å
Energy   -514.20404 hartree
HOMO-LUMO gap   7.326 eV
Energy relative to the best compared isomer or geometry (same formula, charge and spin)   129.1 kcal/mol


> What is the formula in the third record?

C5H6N